i:
DFT (ωB97M-V with the def2-TZVPD basis set) results for a 9-piece molecular cluster, H19O9 overall.

Geometry (Å):
O -0.5953 0.6046 -2.5710
O -0.2789 -2.9183 1.0603
O 1.7758 1.8967 0.9333
O -1.9363 -0.5081 3.5409
O -2.8764 0.2552 -0.1479
O -0.4598 -0.7231 -0.0624
O 2.0253 -0.3394 -3.1537
O 3.1581 -1.6106 0.9421
O -1.4500 3.5574 -1.4891
H 2.0806 -0.7530 -4.0142
H 0.5855 -3.1830 1.4061
H -0.8405 -2.9953 1.8447
H 0.2541 0.0991 -2.5810
H -1.4683 -0.5529 -0.0415
H 2.6555 2.1963 0.6648
H -3.6058 0.2003 0.4796
H 1.9077 1.9526 1.8905
H 2.2411 0.5828 -3.3464
H -0.1922 1.4245 -2.2411
H -2.3830 3.7222 -1.6258
H -2.3891 1.0660 0.0314
H -1.1912 3.0863 -0.7047
H -1.9671 0.3155 4.0395
H 3.6665 -1.5639 0.1209
H -0.2537 -0.7848 -1.0059
H 3.7035 -2.2491 1.4224
H -0.4164 -1.6421 0.3582
H -1.7498 -1.1361 4.2498

Properties
**Orbital gap**: 11.40 eV
**Net charge**: +1
**HOMO energy**: -14.2814 eV
**E_LUMO**: -2.9 eV

ii:
DFT (ωB97M-V with the def2-TZVPD basis set) results for H19O9 as an isolated structure.

Geometry (Å):
O -1.4291 -0.5566 2.4628
O -0.2030 -2.8845 1.1205
O -3.1269 -2.0146 0.7238
O 1.9756 1.5990 -0.0283
O 0.9510 0.0766 -1.7810
O 4.0018 1.2939 1.7912
O -0.6160 -0.5871 -0.0443
O -3.0144 2.8339 -0.3811
O 1.0797 0.4941 -4.5971
H -2.3221 3.4740 -0.2031
H 2.4416 1.5118 0.8283
H -3.4236 -1.1474 0.4400
H 1.6976 0.5537 -1.2880
H -0.2659 -0.3732 0.8292
H 3.9597 1.7058 2.6634
H 1.7667 -0.1755 -4.6780
H 0.5682 0.5564 -2.5368
H 2.4507 2.2301 -0.5812
H -1.2622 -0.9750 3.3135
H 4.7791 1.6467 1.3423
H 0.2957 -0.2892 -0.8849
H 0.1171 -2.4620 1.9205
H -2.8341 1.9424 -0.0559
H 0.2394 0.0279 -4.7249
H -3.8197 -2.6476 0.9231
H -1.0811 -3.2463 1.2809
H -0.6665 -1.6019 -0.0006
H -2.2597 -0.9853 2.1458

Properties
**Orbital gap**: 11.02 eV
**Net charge**: +1
**HOMO energy**: -13.8844 eV
**E_LUMO**: -2.9 eV

Structures ranked by computed energy, the most stable listed first: ii, i.

i:
DFT (ωB97M-V with the def2-TZVPD basis set) results for one molecule with the formula C23H31N3O2.

Geometry (Å):
O 2.6948 -3.7593 -0.5613
O -0.2772 0.2127 0.5595
N -0.2461 2.4674 0.4574
N 3.9325 1.7817 0.1209
N 1.8325 -1.8632 0.3013
C -2.7505 0.3077 -0.9209
C -4.4845 2.2957 -0.0157
C -2.2792 1.3125 -0.0834
C 3.0215 -1.0704 0.1074
C -0.8397 -5.8560 0.0810
C -3.1517 2.2982 0.3673
C 1.7394 -3.1430 -0.1140
C 0.3581 -5.1803 -0.0520
C -4.9346 1.2927 -0.8689
C 1.9567 3.1798 -0.3916
C 3.4569 3.1337 -0.0990
C 5.1856 1.7612 0.8456
C -0.8510 1.2677 0.3397
C 0.4008 -3.7928 0.0518
C 1.1535 2.6210 0.7834
C -1.9892 -3.7659 0.4115
C 2.8593 -0.1057 -1.0707
C 3.9576 0.9609 -1.0867
C -5.4302 3.3524 0.4680
C -4.0755 0.3064 -1.3170
C -2.0082 -5.1527 0.3129
C -3.2627 -3.0079 0.6464
C -0.7820 -3.0949 0.2787
H -6.3214 2.8979 0.8967
H -3.8380 -3.4648 1.4499
H -0.7884 -2.0182 0.3513
H -5.9709 1.2854 -1.1746
H -3.8799 -3.0196 -0.2524
H -0.8647 -6.9335 0.0043
H 5.0531 2.2633 1.8039
H -2.8006 3.0589 1.0515
H 3.8412 1.5867 -1.9817
H 1.2815 -5.7080 -0.2372
H 3.6478 3.7063 0.8128
H -4.4398 -0.4697 -1.9733
H 3.2110 -0.4937 1.0170
H -3.0571 -1.9722 0.9057
H -4.9633 3.9825 1.2208
H 1.2521 3.2815 1.6513
H -2.9460 -5.6807 0.4176
H 1.5366 1.6338 1.0461
H -5.7465 3.9826 -0.3629
H 3.8502 -1.7594 -0.0703
H 1.8801 0.3658 -0.9889
H 4.9253 0.4576 -1.1686
H -0.7508 3.2961 0.1849
H 1.6670 4.2162 -0.5836
H 2.8881 -0.6656 -2.0071
H 1.0078 -1.3448 0.5644
H 6.0062 2.2578 0.3040
H 5.4706 0.7289 1.0382
H 3.9978 3.6312 -0.9255
H -2.0714 -0.4606 -1.2581
H 1.7359 2.5987 -1.2876

Properties
**SMILES**: Cc1cccc(C(=O)NCCCN(C)CCCNC(=O)c2cccc(C)c2)c1
**Orbital gap**: 8.96 eV
**Net charge**: 0
**HOMO energy**: -8.4621 eV
**E_LUMO**: 0.5 eV

ii:
DFT (ωB97M-V with the def2-TZVPD basis set) results for one molecule with the formula C23H31N3O2.

Geometry (Å):
O 0.5744 -3.2974 -0.4461
O -1.2265 2.2766 -1.1711
N -4.7554 -0.4260 1.7720
N -2.0676 0.2387 -1.6046
N -3.4916 -0.2099 2.1214
C -2.7214 -2.1259 -1.6433
C 4.1824 -1.2376 -0.2571
C -5.2029 0.5181 0.9171
C 0.5381 -2.1036 -0.2357
C -0.7741 -1.3293 -0.2375
C -4.1633 1.4008 0.7034
C 3.0212 0.6073 0.7004
C -5.4744 -1.5534 2.2893
C -3.1609 -0.6795 -1.8683
C -4.1061 2.5825 -0.2033
C 1.8178 -0.0494 0.5493
C 1.7762 -1.3222 -0.0194
C -0.7640 -0.3648 -1.4365
C -3.1187 0.8868 1.4896
C -1.9948 -2.2607 -0.3097
C -2.1884 1.5770 -1.4392
C 5.5205 0.8157 0.4780
C 5.7108 1.1302 1.9687
C 2.9827 -1.9037 -0.4074
C 4.2286 0.0373 0.2973
C 6.7495 0.0422 -0.0074
C -3.5690 2.1938 -1.5935
C 5.4278 2.1223 -0.3232
H -3.4346 3.3284 0.2258
H -5.7980 -2.2110 1.4793
H 6.6432 1.6700 2.1197
H 4.8989 1.7408 2.3532
H 6.8736 -0.8848 0.5475
H 6.6770 -0.1830 -1.0689
H 0.9181 0.4352 0.8944
H -3.4492 3.1032 -2.1853
H 6.3495 2.6906 -0.2180
H -6.2048 0.5031 0.5357
H 7.6410 0.6469 0.1464
H -0.8315 -0.7411 0.6812
H -4.8028 -2.0980 2.9498
H -1.6599 -3.2921 -0.1827
H -0.4864 -0.9003 -2.3503
H -2.1317 1.2850 1.6127
H 5.2738 1.9062 -1.3783
H -0.0511 0.4465 -1.2820
H -5.0995 3.0236 -0.3113
H -4.2674 1.5340 -2.1036
H -3.5155 -0.5574 -2.9014
H -3.6076 -2.7630 -1.6516
H -2.6797 -2.0204 0.5045
H -2.0724 -2.4595 -2.4534
H 5.0848 -1.7300 -0.5806
H 2.9576 -2.8931 -0.8400
H 4.6044 2.7417 0.0203
H 5.7480 0.2086 2.5459
H 3.0120 1.5912 1.1440
H -6.3508 -1.2277 2.8530
H -3.9899 -0.4596 -1.1886

Properties
**SMILES**: Cn1cc(CCC(=O)N2CCC[C@@H](C(=O)c3ccc(C(C)(C)C)cc3)C2)cn1
**Orbital gap**: 9.47 eV
**Net charge**: 0
**HOMO energy**: -8.8994 eV
**E_LUMO**: 0.6 eV

Structures ranked by computed energy, the most stable listed first: i, ii.

i:
DFT (ωB97M-V with the def2-TZVPD basis set) results for an isolated ion of composition C7H14N3O and charge +1.

Geometry (Å):
O 2.5974 0.2478 -0.7058
N -1.3669 2.3957 0.0710
N 0.5098 1.0738 -0.7130
N -0.9223 -1.2644 -0.5015
C -2.9233 -0.0536 0.3580
C -0.8417 1.1567 -0.2138
C -1.5591 -2.1556 -1.0911
C 1.4590 0.3295 -0.1473
C 1.2602 -0.2982 1.2095
C 3.7034 -0.4063 0.0316
C -1.4984 -0.0386 -0.0797
H 4.7281 -0.2637 -0.5924
H 2.1184 -0.0142 1.8077
H 0.7370 1.7946 -1.4092
H -2.2763 2.4307 0.2683
H -3.0926 0.6482 1.0543
H -3.3557 0.1053 -0.6390
H 3.6806 0.1972 0.9708
H -1.1288 3.1507 -0.5548
H 0.3636 0.1661 1.7587
H -1.0526 -3.0185 -1.4721
H -3.2568 -1.0960 0.7694
H 1.1274 -1.4288 1.0252
H 3.6050 -1.4671 0.0471
H -2.6153 -2.1914 -1.2518

Properties
**SMILES**: C=N/C(C)=C(N)\[NH+]=C(/C)OC
**Orbital gap**: 8.33 eV
**Net charge**: +1
**HOMO energy**: -11.5443 eV
**E_LUMO**: -3.2 eV

ii:
DFT (ωB97M-V with the def2-TZVPD basis set) results for an isolated ion of composition C7H14N3O and charge +1.

Geometry (Å):
O 2.2512 -0.0068 -0.8804
N -1.3284 -1.5718 -0.6572
N -1.5661 2.1544 -0.4239
N 0.2301 0.7739 -0.8489
C -1.8005 -0.3619 -0.1384
C -3.1997 -0.4060 0.2945
C 1.2478 0.2902 -0.1750
C 0.9506 0.3393 1.3641
C -0.2909 -2.1411 -0.2353
C 3.5759 -0.1879 -0.3120
C -1.1124 0.8035 -0.4522
H 1.3160 -0.6257 1.8189
H -1.0466 2.8701 -0.8992
H -3.3607 -1.0150 1.0772
H 4.2781 -0.4108 -1.2313
H -3.9281 -0.8456 -0.4042
H -0.0595 0.4150 1.6190
H -0.0093 -3.0575 -0.8824
H 1.5957 1.0972 1.6606
H -2.5728 2.1899 -0.5973
H 3.4690 -0.9153 0.5909
H -3.3867 0.6188 0.7090
H 4.0706 0.6867 0.1480
H 0.2792 1.2968 -1.7262
H 0.3976 -1.9902 0.5816

Properties
**SMILES**: C=N/C(C)=C(N)\[NH+]=C(/C)OC
**Orbital gap**: 7.87 eV
**Net charge**: +1
**HOMO energy**: -11.5459 eV
**E_LUMO**: -3.7 eV

Structures ranked by computed energy, the most stable listed first: i, ii.

i:
DFT (ωB97M-V with the def2-TZVPD basis set) results for a 2-piece molecular cluster, C6H14O3 overall.

Geometry (Å):
O -0.2778 2.0111 0.5205
O 1.0835 1.3322 -1.3202
O -0.2295 0.6754 2.3208
C 2.4054 -0.8741 -0.9402
C -0.4426 0.8052 0.9973
C -1.6980 -0.0316 -1.0374
C -1.4829 -0.1658 0.4690
C 1.8544 0.2142 -0.3208
C -1.1715 -1.6079 0.8847
H 3.4177 -1.1678 -0.7010
H -0.8090 -0.3295 -1.5929
H 1.8387 -1.4966 -1.6191
H 0.2661 1.4548 2.6138
H 0.8337 0.0810 0.2886
H 0.2832 1.8964 -0.4311
H -1.9375 0.9939 -1.3181
H -2.4046 0.1545 0.9790
H -1.9815 -2.2658 0.5663
H 2.4942 0.8032 0.3339
H -2.5268 -0.6731 -1.3406
H -0.2495 -1.9528 0.4123
H 1.7928 1.8423 -1.7290
H -1.0586 -1.6994 1.9643

Properties
**Orbital gap (alpha / beta)**: 6.78 / 6.78 eV
**Net charge**: 0
**HOMO energy (alpha / beta)**: -6.6694 / -6.6686 eV
**E_LUMO (alpha / beta)**: 0.1 / 0.1 eV

ii:
DFT (ωB97M-V with the def2-TZVPD basis set) results for one molecule with the formula C6H14O3.

Geometry (Å):
O 0.1504 -2.1972 -0.8730
O 0.3221 2.1797 1.2899
O 0.6085 1.9375 -0.9805
C 1.7256 -0.3003 0.6473
C -0.6170 -0.6361 1.4775
C 0.2411 -0.1077 0.3307
C -0.0567 1.4596 0.1565
C -0.0691 -0.7536 -1.0228
C -1.4525 -0.4848 -1.6029
H -0.5045 0.0184 2.3399
H 0.4944 2.8950 -1.0217
H -1.1413 1.6264 0.0794
H -2.2401 -0.6794 -0.8775
H -1.6014 -1.1444 -2.4553
H -1.5283 0.5424 -1.9459
H -0.2944 -1.6363 1.7582
H 1.2649 2.0310 1.4402
H -0.5866 -2.5612 -0.3686
H 2.3354 0.2850 -0.0380
H 0.6940 -0.4433 -1.7404
H 1.9791 -1.3492 0.5146
H -1.6724 -0.6614 1.2162
H 1.9485 -0.0200 1.6762

Properties
**SMILES**: C[C@H](O)C(C)(C)C(O)O
**Orbital gap**: 10.74 eV
**Net charge**: 0
**HOMO energy**: -10.0321 eV
**E_LUMO**: 0.7 eV

Structures ranked by computed energy, the most stable listed first: ii, i.

i:
DFT (ωB97M-V with the def2-TZVPD basis set) results for a 2-piece molecular cluster, CH3Cl2P overall.

Geometry (Å):
Cl -1.8717 -1.0868 0.0691
Cl -0.9744 1.6510 -0.1046
P 1.0182 -0.6876 -0.3794
C -0.5722 0.0149 0.3336
H -0.3029 -0.1701 1.9091
H 1.9654 0.4073 -0.0964
H 0.7375 -0.1287 -1.7314

Properties
**Orbital gap**: 10.17 eV
**Net charge**: 0
**HOMO energy**: -9.9921 eV
**E_LUMO**: 0.2 eV

ii:
DFT (ωB97M-V with the def2-TZVPD basis set) results for a 2-piece molecular cluster, CH3Cl2P overall.

Geometry (Å):
Cl -2.9065 -0.7247 0.1251
Cl 4.0198 -0.8254 -0.1723
P -0.1058 0.6396 0.3635
C -1.5739 0.1950 -0.4293
H -0.5207 0.1907 1.6909
H 2.8281 -0.1358 -0.1310
H -1.7410 0.6604 -1.4469

Properties
**SMILES**: [H]/P=C\Cl.Cl
**Orbital gap**: 8.91 eV
**Net charge**: 0
**HOMO energy**: -9.5770 eV
**E_LUMO**: -0.7 eV

Structures ranked by computed energy, the most stable listed first: ii, i.